Molecular formula: C73H174N20O17
Method: DFT, ωB97M-V with the def2-TZVPD basis set

```
284
C73H174N20O17 (ωB97M-V with the def2-TZVPD basis set)
C 16.655 18.278 24.565
C 17.642 19.249 23.968
C 19.069 18.750 24.267
C 19.431 17.553 23.461
C 19.319 17.862 22.027
C 17.950 18.268 21.567
N 17.590 19.456 22.521
O 16.191 19.769 22.200
C 18.106 18.817 20.179
C 17.002 17.079 21.639
C 17.424 20.611 24.605
H 16.969 17.252 24.489
H 15.651 18.465 24.123
H 16.646 18.482 25.628
H 19.715 19.600 23.999
H 19.147 18.513 25.323
H 18.848 16.658 23.703
H 20.471 17.271 23.707
H 19.673 17.052 21.400
H 19.909 18.735 21.774
H 18.339 18.062 19.452
H 17.122 19.117 19.760
H 18.877 19.593 20.004
H 16.709 16.780 22.629
H 16.056 17.349 21.185
H 17.479 16.200 21.168
H 18.299 21.238 24.423
H 17.185 20.582 25.682
H 16.609 21.070 24.061
H 16.173 20.393 21.466
C 10.603 18.536 12.615
C 12.035 18.896 12.089
C 12.187 18.480 10.635
C 13.333 19.101 9.919
C 13.094 20.617 9.901
C 13.064 21.175 11.372
N 12.100 20.365 12.169
O 12.014 20.828 13.537
C 14.428 21.157 11.985
C 12.553 22.604 11.258
C 13.189 18.327 12.916
H 10.312 17.487 12.447
H 9.891 19.133 12.037
H 10.534 18.848 13.682
H 12.257 17.359 10.617
H 11.298 18.766 10.115
H 13.443 18.742 8.898
H 14.301 18.922 10.390
H 12.127 20.883 9.510
H 13.848 21.172 9.359
H 15.011 22.051 11.729
H 14.318 21.050 13.048
H 15.024 20.307 11.645
H 12.787 23.162 12.168
H 13.082 23.099 10.437
H 11.497 22.664 11.021
H 14.159 18.561 12.486
H 13.289 17.217 12.898
H 13.119 18.723 13.948
H 11.085 21.083 13.612
C 17.694 18.199 10.489
C 19.064 17.482 10.778
C 20.143 18.577 10.437
C 21.522 18.228 11.030
C 21.484 17.958 12.509
C 20.496 16.839 12.872
N 19.216 17.234 12.220
O 18.250 16.162 12.517
C 21.034 15.483 12.337
C 20.399 16.724 14.396
C 19.145 16.298 9.848
H 16.901 17.494 10.281
H 17.858 18.755 9.586
H 17.512 18.894 11.288
H 20.265 18.700 9.361
H 19.830 19.533 10.895
H 22.236 19.018 10.780
H 21.903 17.328 10.479
H 21.048 18.818 13.019
H 22.517 17.760 12.835
H 21.731 14.972 13.010
H 20.193 14.774 12.230
H 21.549 15.572 11.381
H 21.376 16.733 14.863
H 19.805 17.561 14.774
H 19.866 15.825 14.703
H 18.679 16.495 8.885
H 18.712 15.449 10.344
H 20.202 16.038 9.646
H 17.646 16.592 13.121
C 16.419 23.932 17.456
C 17.374 23.953 18.698
C 17.874 25.405 18.952
C 18.567 25.636 20.265
C 17.615 25.268 21.375
C 17.160 23.788 21.228
N 16.558 23.578 19.876
O 16.196 22.153 19.787
C 18.335 22.841 21.553
C 15.969 23.547 22.229
C 18.569 22.971 18.441
H 15.893 22.991 17.477
H 17.008 24.084 16.549
H 15.703 24.744 17.544
H 18.531 25.711 18.121
H 16.964 26.002 18.858
H 18.881 26.676 20.291
H 19.529 25.090 20.367
H 16.705 25.854 21.321
H 18.060 25.329 22.370
H 18.077 21.869 21.096
H 19.323 23.241 21.302
H 18.256 22.600 22.627
H 15.098 24.087 21.866
H 15.666 22.488 22.310
H 16.150 23.915 23.242
H 19.262 22.834 19.254
H 19.125 23.225 17.549
H 18.113 21.974 18.296
H 15.233 22.143 19.847
C 13.954 10.246 13.350
C 13.827 11.789 13.560
C 13.051 12.141 14.815
C 13.079 13.602 15.103
C 14.456 14.075 15.374
C 15.413 13.788 14.129
N 15.201 12.359 13.821
O 15.982 12.037 12.618
C 15.251 14.767 12.969
C 16.851 13.919 14.712
C 13.075 12.351 12.374
H 14.524 10.008 12.437
H 12.935 9.888 13.265
H 14.441 9.985 14.289
H 11.991 11.825 14.659
H 13.514 11.600 15.675
H 12.476 13.833 15.983
H 12.622 14.228 14.330
H 14.886 13.549 16.223
H 14.543 15.140 15.631
H 15.956 14.561 12.173
H 14.240 14.645 12.524
H 15.493 15.795 13.304
H 17.612 13.959 13.922
H 17.017 14.852 15.285
H 17.045 13.069 15.328
H 12.151 11.783 12.269
H 13.704 12.166 11.511
H 12.745 13.375 12.476
H 16.721 11.526 12.961
C 24.758 20.972 20.195
C 23.386 20.554 19.709
C 22.534 21.814 19.497
C 22.998 22.622 18.349
C 22.877 21.792 17.103
C 23.792 20.511 17.136
N 23.444 19.779 18.397
O 24.303 18.643 18.537
C 23.446 19.606 15.959
C 25.231 20.903 17.042
C 22.754 19.621 20.774
H 25.289 21.777 19.641
H 25.410 20.081 20.114
H 24.697 21.228 21.275
H 21.509 21.461 19.391
H 22.513 22.307 20.468
H 24.040 22.936 18.479
H 22.437 23.563 18.242
H 23.127 22.439 16.258
H 21.857 21.468 16.929
H 23.524 20.144 15.009
H 24.082 18.729 15.922
H 22.400 19.342 16.078
H 25.598 21.701 17.726
H 25.824 19.994 17.283
H 25.526 21.166 16.019
H 21.745 19.332 20.605
H 23.017 19.972 21.784
H 23.295 18.688 20.693
H 25.213 18.961 18.744
C 13.822 20.786 16.900
O 12.645 20.922 17.392
N 14.040 20.816 15.459
N 14.981 20.509 17.740
H 13.282 21.178 14.901
H 14.990 20.620 15.108
H 15.912 20.433 17.379
H 14.800 20.163 18.675
C 21.105 16.364 18.972
O 20.142 15.597 19.119
N 21.076 17.610 18.241
N 22.439 16.122 19.506
H 20.195 18.080 18.173
H 21.871 18.217 18.261
H 22.708 15.169 19.673
H 23.191 16.718 19.153
C 9.293 14.036 20.411
O 8.573 13.208 20.917
N 9.218 15.332 20.888
N 10.157 13.830 19.369
H 8.470 15.533 21.563
H 9.363 16.061 20.183
H 10.673 14.538 18.849
H 10.304 12.907 19.010
C 13.398 20.601 20.808
O 14.099 19.652 20.375
N 13.226 20.813 22.208
N 12.741 21.514 20.001
H 12.360 21.292 22.410
H 13.530 20.132 22.901
H 12.278 22.256 20.485
H 12.622 21.361 19.003
C 17.102 17.261 17.222
O 17.870 18.145 16.837
N 15.730 17.310 16.838
N 17.408 16.135 17.838
H 15.344 18.244 16.737
H 15.192 16.596 17.336
H 18.267 15.808 18.207
H 16.613 15.732 18.335
C 15.504 13.423 19.203
O 15.792 14.607 19.539
N 16.335 12.383 19.332
N 14.238 13.058 18.639
H 16.226 11.544 18.789
H 17.316 12.554 19.562
H 13.694 13.762 18.148
H 14.173 12.137 18.234
C 12.742 16.724 18.698
O 12.492 15.553 18.240
N 13.610 16.959 19.788
N 12.078 17.901 18.162
H 14.268 16.175 19.934
H 13.859 17.833 20.247
H 11.590 17.881 17.266
H 12.472 18.814 18.330
C 13.593 15.000 22.966
C 13.649 15.590 24.376
C 12.691 16.770 24.633
O 13.387 14.498 25.309
H 14.104 15.578 22.219
H 12.565 14.983 22.644
H 14.031 14.012 22.908
H 14.691 15.879 24.524
H 11.726 16.404 24.335
H 12.993 17.579 23.978
H 12.646 17.015 25.679
H 12.452 14.221 25.222
C 20.850 12.757 21.548
C 20.475 12.158 20.225
C 19.605 10.908 20.485
O 19.657 13.005 19.382
H 21.180 13.804 21.430
H 21.618 12.108 21.945
H 19.947 12.775 22.170
H 21.383 11.881 19.672
H 19.534 10.194 19.649
H 18.609 11.114 20.846
H 20.090 10.314 21.247
H 19.899 13.950 19.430
C 20.348 11.872 15.426
C 20.265 10.697 16.349
C 18.854 10.208 16.643
O 21.056 9.592 15.778
H 19.672 12.653 15.753
H 20.052 11.598 14.381
H 21.300 12.409 15.377
H 20.700 10.974 17.338
H 18.431 9.643 15.807
H 18.288 11.131 16.838
H 18.794 9.533 17.499
H 21.890 9.638 16.261
C 18.951 20.355 14.971
C 17.684 21.171 15.043
C 17.442 21.718 13.692
O 16.614 20.301 15.460
H 19.824 21.024 14.746
H 18.862 19.578 14.185
H 19.170 19.848 15.900
H 17.737 22.017 15.758
H 17.590 20.987 12.904
H 18.124 22.531 13.508
H 16.419 22.052 13.564
H 17.007 19.470 15.791
```

Computed properties:
net charge = 0
HOMO-LUMO gap = 8.645 eV
LUMO level = 0.0084 hartree
total energy = -5260.09251 hartree